[1]
Here is a 7-piece molecular cluster, C30H86N9O15P3S4 overall at a distorted geometry from the Open Molecules 2025 dataset. Energies are from ωB97M-V with the def2-TZVPD basis set.

For the total energy, the calculation gives -5432.7733 Ha. As for the LUMO energy: 0.0038 Eh. The calculation puts the largest force on an atom at 4.46 eV/Å. Its structure (SMILES) is CN(C)P(=O)(N(C)C)N(C)C.CN(C)P(=O)(N(C)C)N(C)C.CN(C)P(=O)(N(C)C)N(C)C.CCOS(C)(=O)=O.CCOS(C)(=O)=O.CCOS(C)(=O)=O.CCOS(C)(=O)=O. Its HOMO energy is -7.92 eV.

Last column: Löwdin charge in e.
Geometry (Å):
S 0.046 -0.124 1.873  0.72
S -0.383 -3.593 4.755  0.71
S -0.828 -6.468 -6.085  0.69
S 4.418 2.583 3.356  0.68
P 0.139 5.544 -0.867  0.58
P 3.782 -0.034 -3.287  0.62
P -5.851 -1.870 0.365  0.60
O -4.684 -2.403 -0.418  -0.31
O -0.516 6.709 -1.426  -0.28
O 0.264 -1.572 1.702  -0.30
O -2.159 -6.794 -6.593  -0.31
O 0.408 -4.167 3.684  -0.29
O -1.216 -2.386 4.591  -0.31
O 3.640 -1.246 -4.069  -0.27
O -0.464 0.474 0.390  -0.27
O 0.460 -6.814 -6.720  -0.31
O 5.214 3.585 4.042  -0.29
O 0.510 -3.442 6.188  -0.26
O -0.846 -4.843 -5.696  -0.28
O 3.420 2.962 2.368  -0.31
O 1.092 0.768 2.450  -0.32
O 5.412 1.421 2.748  -0.26
N 3.304 1.305 -4.215  -0.29
N -6.263 -0.271 -0.048  -0.30
N 5.461 0.153 -2.740  -0.29
N -7.281 -2.796 0.302  -0.29
N 1.851 5.720 -0.616  -0.29
N -5.451 -1.742 2.040  -0.30
N 2.927 -0.046 -1.794  -0.28
N -0.400 5.163 0.724  -0.31
N -0.178 4.121 -1.786  -0.28
C -1.512 3.510 -1.852  -0.12
C 6.245 -1.016 -2.460  -0.14
C 3.574 1.519 4.629  -0.09
C 0.359 -4.283 -5.116  -0.28
C 2.604 1.040 -5.404  -0.14
C -0.968 6.219 1.573  -0.12
C -1.478 0.067 2.939  -0.09
C -7.628 0.230 -0.147  -0.13
C -1.418 -0.269 -0.295  -0.33
C -1.418 -5.014 5.235  -0.09
C 3.062 -1.203 -0.908  -0.10
C 1.709 -2.794 6.168  -0.30
C -6.123 -0.855 3.033  -0.09
C 2.511 7.001 -0.390  -0.11
C -7.441 -4.013 -0.541  -0.11
C 1.468 -1.301 6.460  -0.06
C 5.686 -0.726 1.791  -0.05
C -0.099 -3.170 -4.210  -0.07
C 3.554 2.698 -3.908  -0.12
C -0.699 -1.052 -1.286  -0.07
C 0.023 3.919 1.451  -0.08
C -8.551 -2.546 1.109  -0.09
C 2.682 1.196 -1.068  -0.12
C 0.509 4.122 -3.152  -0.10
C 4.793 0.488 1.871  -0.30
C -4.313 -2.485 2.569  -0.13
C 5.993 1.400 -2.163  -0.11
C -0.846 -7.176 -4.345  -0.09
C -5.261 0.814 -0.088  -0.09
C 2.844 4.643 -0.721  -0.12
H 2.971 3.424 -4.474  0.08
H -0.622 -3.640 -3.376  0.08
H 2.399 3.792 -1.237  0.02
H -1.553 -6.521 -3.836  0.07
H 3.630 1.701 -0.884  0.05
H -4.249 0.421 -0.184  0.05
H -7.094 -0.549 2.644  0.05
H 6.730 -0.433 1.677  0.08
H 5.222 2.169 -2.096  0.04
H 6.400 -1.106 -1.385  0.06
H -1.871 3.314 -0.842  0.06
H 2.917 -2.141 -1.443  0.09
H -0.427 6.279 2.518  0.07
H 0.949 -0.705 5.710  0.06
H -3.461 -2.404 1.894  0.06
H -0.810 -2.508 -4.706  0.09
H -5.529 0.011 3.324  0.07
H 4.053 -1.258 -0.458  0.05
H -2.211 4.189 -2.340  0.09
H -0.161 3.045 0.826  0.04
H 3.294 0.509 -6.060  0.08
H -8.392 -1.632 1.680  0.04
H 1.950 1.783 -1.623  0.07
H -5.236 1.419 0.819  0.08
H -1.068 -8.229 -4.516  0.07
H -2.159 0.402 -0.728  0.11
H -2.027 6.062 1.779  0.07
H 2.261 1.950 -5.896  0.09
H 2.370 0.971 -0.049  0.07
H 2.378 -1.190 -0.060  0.07
H 5.748 -1.897 -2.865  0.08
H 2.216 -3.044 5.236  0.11
H 0.734 -2.517 -3.951  0.07
H -7.809 1.099 -0.780  0.08
H 3.704 4.947 -1.318  0.08
H 1.881 0.232 -5.294  0.07
H -6.502 -4.241 -1.045  0.07
H -6.174 -1.499 3.911  0.08
H -1.712 -4.601 6.199  0.06
H 3.810 0.256 2.281  0.10
H 3.130 4.268 0.262  0.06
H 6.497 1.220 -1.214  0.08
H -3.925 -1.962 3.443  0.07
H 2.407 -3.230 6.883  0.12
H -9.548 -2.578 0.668  0.08
H -7.938 0.502 0.862  0.07
H 3.455 2.916 -2.844  0.03
H 0.171 -7.017 -3.986  0.05
H -4.554 -3.529 2.767  0.08
H 2.529 1.541 4.319  0.04
H 4.603 2.804 -4.185  0.08
H 0.879 3.124 -3.387  0.06
H 3.920 0.486 4.594  0.06
H -1.966 -0.879 0.424  0.10
H 2.766 7.061 0.668  0.08
H 5.674 -1.273 2.733  0.08
H 5.467 -1.412 0.973  0.06
H 3.462 7.158 -0.900  0.08
H 3.629 1.933 5.635  0.07
H -8.517 -3.333 1.861  0.08
H -1.161 -0.022 3.978  0.05
H -5.407 1.345 -1.029  0.09
H -1.552 2.479 -2.204  0.08
H 0.041 -0.421 -1.777  0.08
H 4.580 0.949 0.906  0.09
H 1.009 -3.841 -5.872  0.12
H 1.108 3.981 1.527  0.06
H -0.790 -5.881 5.442  0.08
H 1.754 7.750 -0.620  0.07
H -2.228 -0.692 2.718  0.03
H 1.337 4.830 -3.196  0.07
H -1.902 1.053 2.748  0.07
H -1.412 -1.504 -1.976  0.09
H 0.946 -1.069 7.389  0.08
H -0.195 4.535 -3.873  0.08
H -0.587 3.787 2.345  0.08
H -8.151 -3.751 -1.326  0.08
H -7.724 -4.911 0.008  0.08
H -0.804 7.157 1.043  0.07
H -2.180 -5.075 4.457  0.07
H 2.360 -0.681 6.559  0.06
H 0.930 -5.055 -4.601  0.11
H -0.045 -1.824 -0.880  0.08
H 6.733 1.814 -2.848  0.08
H 7.220 -0.942 -2.942  0.08
H -8.263 -0.536 -0.591  0.07

[2]
Here is one molecule with the formula C14H10BrN3OS2 at a distorted geometry from the Open Molecules 2025 dataset. Energies are from ωB97M-V with the def2-TZVPD basis set.

For the total energy, the calculation gives -4149.3776 Ha. As for the LUMO energy: 0.0132 Eh. The calculation puts the largest force on an atom at 2.50 eV/Å. Its structure (SMILES) is Cc1csc2nc(CSc3nc4ccccc4o3)c(Br)n12. Its HOMO energy is -8.21 eV. As for the energy above the lowest of the compared OMol25 structures with the same formula, charge and spin: 15.7 kJ/mol.

Last column: Löwdin charge in e.
Geometry (Å):
Br -2.133 -1.641 1.240  0.76
S 0.570 1.428 0.304  1.00
S -5.249 2.514 -0.863  1.02
O 3.234 1.022 0.898  0.05
N 2.416 -0.309 -0.737  0.13
N -3.877 0.517 0.105  -0.06
N -2.569 1.775 -1.227  0.12
C 5.913 -1.584 -0.961  -0.08
C 3.754 -0.540 -0.597  -0.26
C 2.120 0.620 0.144  -0.60
C -1.850 0.698 -0.666  -0.38
C 6.477 -0.712 -0.003  -0.09
C -3.761 1.619 -0.723  -0.62
C -5.153 0.348 0.648  -0.34
C 4.537 -1.503 -1.245  0.00
C -5.430 -0.736 1.638  -0.06
C -6.025 1.352 0.250  -0.32
C -0.403 0.491 -0.974  -0.39
C 4.267 0.272 0.397  -0.20
C -2.638 -0.097 0.207  -0.56
C 5.663 0.204 0.664  0.00
H -4.769 -0.688 2.490  0.06
H -6.458 -0.712 2.049  0.09
H 4.054 -2.182 -1.918  0.10
H 7.523 -0.732 0.211  0.09
H 6.067 0.909 1.382  0.11
H -0.198 0.879 -1.967  0.09
H -7.086 1.390 0.572  0.09
H -0.167 -0.574 -0.949  0.07
H -5.310 -1.683 1.099  0.08
H 6.481 -2.344 -1.470  0.09

[3]
Here is C3H4CrLiO3 as an isolated structure at a distorted geometry from the Open Molecules 2025 dataset. Energies are from ωB97M-V with the def2-TZVPD basis set.

For the total energy, the calculation gives -1393.7775 Ha. Its total charge is +2. As for the LUMO energy (alpha / beta): -0.3729 / -0.3609 Eh. The calculation puts the largest force on an atom at 2.93 eV/Å. As for the expectation value of S²: 8.7634. Its spin multiplicity is 6. Its HOMO energy (alpha / beta) is -17.02 / -19.76 eV.

Last column: Löwdin charge in e.
Geometry (Å):
Cr -0.585 -0.122 0.396  1.19
O 2.396 0.823 3.218  0.37
O 0.546 0.258 1.953  0.08
O -1.211 -0.486 -1.297  -0.50
C 0.885 0.566 -1.801  0.13
C 1.458 0.528 2.633  -0.27
C -0.094 -0.495 -2.183  -0.34
Li -2.856 -0.792 -1.977  0.88
H 1.876 0.618 -2.256  0.10
H 0.390 -1.484 -2.175  0.14
H -0.441 -0.306 -3.218  0.15
H 0.525 1.449 -1.257  0.08

[4]
Here is one molecule with the formula C25H25N3O5S from the Open Molecules 2025 dataset. Energies are from ωB97M-V with the def2-TZVPD basis set.

For the total energy, the calculation gives -1906.4156 Ha. As for the LUMO energy: 0.0177 Eh. The calculation puts the largest force on an atom at 0.76 eV/Å. Its structure (SMILES) is COC(=O)c1c(N2C(=O)[C@H]3[C@@H](C2=O)[C@]2(C(=O)Nc4ccc(C)cc42)N2CCC[C@@H]32)sc(C)c1C. Its HOMO energy is -8.37 eV. As for the energy above the lowest of the compared OMol25 structures with the same formula, charge and spin: 119.8 kJ/mol.

Last column: Löwdin charge in e.
Geometry (Å):
S -1.937 1.258 1.246  1.14
O -4.517 -1.351 -2.071  0.13
O -2.421 -2.053 -1.704  -0.04
O -0.068 0.307 -1.967  0.15
O -1.135 -2.345 1.558  0.13
O 4.124 -2.372 -1.194  0.10
N 4.440 -0.131 -1.500  0.18
N -0.782 -0.791 -0.083  0.05
N 2.600 -1.172 1.059  -0.02
C -0.456 -1.921 0.664  -0.37
C 1.747 1.785 -0.142  0.01
C -3.170 -0.202 -0.482  -0.08
C 2.009 -1.399 3.278  -0.13
C -1.948 -0.052 0.123  -0.42
C -4.123 0.763 -0.023  -0.25
C 0.838 -2.475 0.114  -0.07
C 1.134 4.203 -0.090  -0.05
C -5.528 0.823 -0.516  -0.02
C 1.991 -0.400 2.126  -0.16
C 3.780 -1.226 -1.045  -0.38
C 3.244 3.361 -1.171  -0.04
C 0.100 -0.531 -1.126  -0.39
C -3.602 1.611 0.908  -0.51
C 2.587 0.761 -0.517  -0.07
C 1.692 -2.741 2.598  -0.10
C -4.273 2.735 1.619  -0.10
C 2.073 3.101 -0.475  -0.26
C 1.265 -1.465 -0.949  -0.04
C -2.630 -3.066 -2.675  -0.03
C 2.505 -0.726 -0.316  -0.21
C 3.761 1.050 -1.221  -0.18
C 4.106 2.342 -1.553  0.00
C 2.028 -2.503 1.124  -0.21
C -3.468 -1.232 -1.490  -0.41
H 2.762 -3.217 0.739  0.15
H 3.006 -1.427 3.719  0.11
H 1.289 -1.144 4.052  0.11
H -6.022 -0.131 -0.346  0.09
H 0.206 4.110 -0.653  0.08
H -5.536 1.000 -1.589  0.09
H 0.954 -0.102 1.908  0.11
H 0.832 1.601 0.400  0.09
H 0.648 -3.477 -0.273  0.17
H -3.578 3.212 2.305  0.07
H -5.128 2.373 2.189  0.09
H 5.013 2.556 -2.096  0.11
H 5.312 -0.178 -2.004  0.17
H -4.628 3.482 0.909  0.09
H 1.568 5.178 -0.296  0.07
H 0.887 4.143 0.969  0.08
H 1.553 -1.904 -1.904  0.17
H 3.491 4.381 -1.428  0.11
H -2.841 -2.618 -3.649  0.10
H 2.578 0.497 2.325  0.13
H -1.711 -3.645 -2.713  0.09
H 0.643 -3.001 2.718  0.10
H -3.473 -3.698 -2.388  0.10
H 2.293 -3.548 3.013  0.11
H -6.082 1.612 -0.016  0.07